The following is a quantum chemistry calculation of a molecular structure, C36H47AuGeNO3P2 in a non-equilibrium geometry, from OMol25.

Last column: Löwdin charge in e.
CARTESIAN COORDINATES (ANGSTROEM)
Au 0.06 -0.18 0.60  1.22
O 2.00 -0.02 0.11  -0.48
P 2.92 1.21 -0.22  0.86
C 2.72 2.58 0.95  -0.26
P 0.98 3.10 0.97  0.77
O 0.18 2.10 0.14  -0.44
C 0.86 4.73 0.29  -0.32
C 0.20 4.91 -0.92  -0.06
C 0.10 6.18 -1.46  -0.04
C 0.63 7.26 -0.78  -0.03
C 1.30 7.09 0.43  -0.04
C 1.42 5.82 0.97  -0.07
C 0.45 3.13 2.68  -0.30
C -0.60 3.98 3.03  -0.07
C -1.11 3.96 4.33  -0.04
C -0.57 3.10 5.27  -0.03
C 0.47 2.24 4.93  -0.06
C 0.97 2.25 3.64  -0.11
C 4.61 0.68 -0.08  -0.28
C 4.90 -0.69 -0.09  -0.06
C 6.20 -1.11 0.12  -0.04
C 7.21 -0.18 0.32  -0.03
C 6.93 1.18 0.31  -0.04
C 5.63 1.61 0.10  -0.07
C 2.58 1.84 -1.85  -0.30
C 3.28 2.95 -2.31  -0.06
C 3.03 3.43 -3.59  -0.04
C 2.12 2.78 -4.41  -0.03
C 1.42 1.67 -3.95  -0.05
C 1.66 1.19 -2.67  -0.08
H 3.34 3.42 0.63  0.08
H 3.07 2.26 1.93  0.08
H -0.22 4.05 -1.44  0.11
H -0.41 6.33 -2.40  0.12
H 0.52 8.26 -1.19  0.12
H 1.72 7.94 0.95  0.12
H 1.93 5.68 1.92  0.12
H -1.02 4.66 2.30  0.12
H -1.91 4.64 4.60  0.12
H -0.95 3.10 6.29  0.13
H 0.89 1.58 5.67  0.12
H 1.79 1.58 3.39  0.10
H 4.11 -1.41 -0.25  0.08
H 6.43 -2.17 0.14  0.12
H 8.23 -0.52 0.45  0.13
H 7.72 1.90 0.47  0.12
H 5.43 2.68 0.10  0.10
H 4.01 3.45 -1.69  0.11
H 3.57 4.30 -3.95  0.12
H 1.97 3.13 -5.42  0.12
H 0.70 1.18 -4.59  0.12
H 1.13 0.32 -2.31  0.08
N -3.93 0.30 1.24  0.29
C -2.64 0.12 1.33  -0.43
O -1.96 -0.31 0.32  -0.10
C -1.87 0.42 2.55  -0.11
C -0.68 -0.50 2.53  -0.06
H -4.42 0.13 0.36  0.17
H -4.48 0.59 2.03  0.16
H -2.42 0.30 3.49  0.17
H -1.57 1.48 2.49  0.12
H -0.93 -1.56 2.52  0.07
H 0.08 -0.27 3.26  0.09
C 1.34 -3.86 -4.64  -0.09
C 1.34 -4.14 -3.14  -0.27
C 1.99 -3.01 -2.34  -0.27
C 1.76 -3.15 -0.83  -0.33
Ge -0.04 -2.90 -0.19  1.11
C -1.70 -3.16 -1.14  -0.33
C -1.87 -2.36 -2.44  -0.28
C -3.17 -2.73 -3.15  -0.25
C -3.13 -4.10 -3.81  -0.09
H 0.82 -4.65 -5.18  0.08
H 2.36 -3.82 -5.02  0.09
H 0.86 -2.91 -4.87  0.07
H 1.87 -5.08 -2.94  0.13
H 0.31 -4.29 -2.80  0.08
H 1.62 -2.04 -2.69  0.09
H 3.06 -3.02 -2.52  0.13
H 2.39 -2.47 -0.25  0.03
H 1.97 -4.17 -0.48  0.10
H -0.11 -3.36 1.28  -0.01
H -2.51 -2.96 -0.44  0.07
H -1.68 -4.24 -1.33  0.09
H -1.03 -2.55 -3.11  0.09
H -1.88 -1.29 -2.20  0.09
H -3.36 -1.97 -3.92  0.12
H -4.01 -2.67 -2.45  0.11
H -2.23 -4.23 -4.42  0.08
H -4.00 -4.24 -4.45  0.09
H -3.16 -4.92 -3.08  0.08

- molecular weight (Da) = 873.3
- charge = +3
- HOMO energy (eV) = -16.4
- LUMO level (eV) = -11.3
- HOMO-LUMO gap (eV) = 5.03
- energy above the lowest of the compared OMol25 structures with the same formula, charge and spin (kJ/mol) = 156.1